1.
Computed, not measured: the ion C6H20N5 with charge +1 at a distorted geometry, with the ωB97M-V functional and the def2-TZVPD basis.

Positions of all 31 atoms, in Å:
1 C -2.90 1.49 0.24
2 C -1.29 -2.34 0.90
3 C 3.47 -0.15 0.00
4 C 1.89 1.71 0.32
5 C -2.08 0.77 -0.78
6 C -0.08 -0.70 -0.46
7 N 0.40 -0.49 -1.70
8 N -0.76 -1.91 -0.31
9 N -0.97 0.35 0.04
10 N 1.11 -0.63 0.52
11 N 2.05 0.31 -0.10
12 H -2.28 2.28 0.76
13 H -3.81 1.85 -0.27
14 H -3.17 0.67 0.86
15 H -0.67 -2.09 1.77
16 H -2.32 -2.10 1.15
17 H -1.35 -3.44 1.02
18 H 4.00 -0.05 -1.04
19 H 4.08 0.56 0.56
20 H 3.35 -1.17 0.20
21 H 2.46 1.83 1.23
22 H 2.36 2.43 -0.38
23 H 0.85 1.80 0.48
24 H -2.52 -0.11 -1.18
25 H -1.78 1.44 -1.59
26 H -0.19 0.23 -2.20
27 H 0.41 -1.36 -2.17
28 H -0.75 -2.51 -1.14
29 H -1.27 0.22 0.92
30 H 0.83 -0.22 1.42
31 H 1.72 0.17 -1.11

Properties
HOMO   -12.303 eV
E_tot   -514.05077 a.u.
Energy above the lowest of the compared OMol25 structures with the same formula, charge and spin   23.6 kcal per mole
Net charge   +1
SMILES   CCN[C@](N)(NC)N[NH+](C)C
Frontier orbital gap   0.3616 hartree

***

2.
Computed, not measured: the ion C5H13N2O with charge +1 at a distorted geometry, with the ωB97M-V functional and the def2-TZVPD basis.

Positions of all 21 atoms, in Å:
1 C -2.23 0.02 -0.81
2 C -1.03 -0.42 -0.49
3 C 0.77 1.96 1.43
4 C -0.46 -1.65 -2.48
5 C 1.20 0.64 0.84
6 N -0.38 -0.24 0.82
7 N 2.17 -0.03 1.50
8 O -0.13 -1.13 -1.20
9 H -2.64 -0.18 -1.78
10 H -2.84 0.55 -0.12
11 H 0.47 1.85 2.47
12 H 1.61 2.65 1.40
13 H -0.03 2.40 0.86
14 H -0.61 -0.86 -3.21
15 H -1.35 -2.29 -2.42
16 H 0.40 -2.26 -2.77
17 H 1.36 0.67 -0.24
18 H -1.00 0.24 1.47
19 H -0.15 -1.17 1.18
20 H 2.66 -0.79 1.06
21 H 2.21 0.02 2.51

Properties
HOMO   -13.364 eV
E_tot   -382.79123 a.u.
Energy above the lowest of the compared OMol25 structures with the same formula, charge and spin   44.2 kcal per mole
Net charge   +1
SMILES   C=C([NH2+][C@@H](C)N)OC
Frontier orbital gap   0.3880 hartree

***

3.
Computed, not measured: a cluster of 19 separate species, H38O19 in total at a distorted geometry, with the ωB97M-V functional and the def2-TZVPD basis.

Positions of all 57 atoms, in Å:
1 O -3.61 0.24 -2.44
2 H -4.01 -0.56 -2.25
3 H -4.37 0.63 -2.90
4 O -0.33 4.59 1.49
5 H 0.19 4.05 0.95
6 H -1.08 4.45 1.03
7 O 1.44 -0.68 -4.99
8 H 0.48 -0.58 -4.92
9 H 1.87 -0.44 -4.16
10 O 2.27 3.24 -1.85
11 H 2.02 2.94 -1.10
12 H 2.62 4.11 -1.61
13 O 0.14 1.64 3.36
14 H -0.06 2.26 4.18
15 H -0.70 1.13 3.38
16 O -3.13 -3.26 -0.45
17 H -2.86 -2.56 -1.22
18 H -3.88 -2.88 -0.16
19 O 0.89 -1.39 3.79
20 H 0.30 -1.22 2.94
21 H 1.47 -0.59 3.71
22 O -1.86 0.40 4.25
23 H -1.81 -0.24 3.52
24 H -1.77 -0.23 5.01
25 O 2.84 1.90 0.31
26 H 3.24 1.11 0.70
27 H 2.82 1.50 -0.55
28 O -2.72 2.01 2.72
29 H -2.87 2.65 3.27
30 H -2.11 2.34 2.10
31 O -2.85 -0.33 1.82
32 H -3.48 0.19 1.99
33 H -2.23 0.12 1.37
34 O 1.70 -3.43 2.35
35 H 1.27 -2.68 3.00
36 H 2.18 -3.97 2.83
37 O 3.50 -2.27 -2.78
38 H 3.24 -2.32 -3.70
39 H 2.83 -2.75 -2.38
40 O -0.01 2.00 0.37
41 H -0.53 2.06 1.24
42 H 0.96 1.83 0.63
43 O 2.15 -2.85 -0.78
44 H 1.35 -2.99 -0.16
45 H 2.74 -2.33 -0.18
46 O 3.35 0.03 -1.49
47 H 2.54 -0.49 -0.97
48 H 3.84 -0.69 -1.73
49 O -0.56 1.70 -3.15
50 H 0.07 2.36 -2.99
51 H -0.67 1.45 -4.20
52 O -2.34 -3.16 -3.80
53 H -1.43 -3.52 -3.84
54 H -2.23 -2.30 -3.36
55 O 0.02 -0.91 0.44
56 H -0.14 0.09 0.34
57 H -0.67 -1.39 1.02

Properties
HOMO   -10.980 eV
E_tot   -1452.11628 a.u.
Energy above the lowest of the compared OMol25 structures with the same formula, charge and spin   203.0 kcal per mole
Net charge   0
Frontier orbital gap   0.3944 hartree

***

4.
Computed, not measured: a cluster of 10 separate species, C15H25Cl25 in total at a distorted geometry, with the ωB97M-V functional and the def2-TZVPD basis.

Positions of all 65 atoms, in Å:
1 Cl 4.32 2.80 1.80
2 C 4.29 2.22 3.55
3 C 3.01 1.47 3.76
4 Cl 3.03 -0.17 3.06
5 H 4.29 3.14 4.14
6 H 5.17 1.60 3.75
7 H 2.13 2.03 3.44
8 H 2.72 1.21 4.78
9 Cl -6.00 2.08 -0.62
10 C -4.45 1.54 -1.26
11 C -3.47 1.12 -0.16
12 Cl -3.06 2.47 0.94
13 H -3.92 2.19 -1.95
14 H -4.72 0.64 -1.83
15 H -2.53 0.73 -0.55
16 H -3.86 0.31 0.46
17 Cl -4.08 -5.42 1.38
18 C -2.59 -4.50 1.47
19 C -1.34 -5.20 0.92
20 Cl -1.52 -5.56 -0.78
21 H -2.45 -4.24 2.52
22 H -2.76 -3.55 0.96
23 H -1.12 -6.15 1.41
24 H -0.55 -4.46 1.09
25 Cl -0.84 -1.58 0.03
26 C 0.61 -0.64 0.46
27 C 0.40 0.83 0.03
28 Cl 1.89 1.70 0.16
29 H 1.46 -1.13 -0.01
30 H 0.65 -0.68 1.55
31 H -0.38 1.37 0.57
32 H 0.11 0.90 -1.02
33 Cl -0.60 -1.47 -3.69
34 C 1.00 -2.32 -3.48
35 C 0.79 -3.61 -2.71
36 Cl -0.10 -4.71 -3.76
37 H 1.55 -1.55 -2.95
38 H 1.38 -2.47 -4.49
39 H 0.23 -3.45 -1.79
40 H 1.76 -4.05 -2.46
41 C 4.00 -3.84 1.65
42 Cl 4.49 -3.88 3.40
43 Cl 4.94 -2.59 0.79
44 Cl 2.27 -3.57 1.32
45 H 4.10 -4.86 1.27
46 C -1.97 4.39 -3.07
47 Cl -3.60 4.12 -3.85
48 Cl -0.79 4.82 -4.29
49 Cl -1.28 3.17 -1.96
50 H -2.05 5.35 -2.55
51 C 0.90 5.22 0.72
52 Cl -0.47 4.58 1.66
53 Cl 1.91 6.16 1.80
54 Cl 0.34 6.22 -0.68
55 H 1.51 4.41 0.33
56 C -2.32 0.08 3.86
57 Cl -2.11 -0.08 5.65
58 Cl -2.25 -1.60 3.14
59 Cl -0.95 1.04 3.32
60 H -3.25 0.53 3.53
61 C 1.27 1.51 -4.99
62 Cl 1.71 1.20 -3.30
63 Cl -0.49 1.52 -5.24
64 Cl 1.93 0.20 -5.99
65 H 1.71 2.48 -5.21

Properties
⟨S²⟩   0.7540
HOMO (spin up / spin down)   -12.830 / -12.829 eV
E_tot   -12090.94244 a.u.
Net charge   +1
2S+1   2
Frontier orbital gap (spin up / spin down)   0.3783 / 0.1077 hartree